No. 1
The following is a quantum chemistry calculation of C18H39CuGeN3O3PTe4 as an isolated structure, from the OMol25 dataset.

Each line ends with the natural charge from an NBO analysis.
Atoms and positions in Å:
1 Te -1.198949 -4.926384 -0.601269  -0.0036
2 Te 0.979642 -3.247833 -0.430718  -0.0780
3 Te -0.633615 -1.175386 -1.377502  0.2213
4 Te -2.827560 -2.715149 -0.499131  -0.1366
5 Ge 0.704059 2.250427 -1.868280  1.3290
6 Cu -0.043235 0.335783 0.583384  0.7606
7 P -0.481435 -0.669780 2.578719  0.6371
8 O 1.443003 0.500250 -1.913284  -0.9730
9 O -1.020166 1.467855 -1.959436  -0.9812
10 O 0.697767 2.089970 0.065193  -1.0244
11 N -2.866886 -0.761920 4.005907  -0.4607
12 N -0.813462 -0.559572 5.324396  -0.4610
13 N -1.358545 -2.682985 4.230364  -0.4610
14 C 3.563330 -0.575579 -1.849748  -0.6127
15 C -3.276076 1.025779 -2.482938  -0.6212
16 C 2.044304 2.611128 1.962628  -0.6215
17 C -2.187715 2.098578 -2.462746  0.2642
18 C -0.581341 -2.464012 3.007352  -0.5235
19 C 2.030299 -0.845134 -3.819777  -0.6300
20 C -1.949478 2.625660 -3.875172  -0.6350
21 C -2.595082 3.233251 -1.524772  -0.6275
22 C -0.348228 3.345139 1.820093  -0.6158
23 C 2.538885 0.113893 -2.748628  0.2657
24 C -2.287687 -0.278677 2.755023  -0.5277
25 C 1.377935 4.411254 0.368231  -0.6343
26 C 0.939357 3.114561 1.035537  0.2637
27 C 3.205160 1.312427 -3.420049  -0.6382
28 C -2.205894 -0.157705 5.156743  -0.0711
29 C -0.758001 -2.020490 5.379909  -0.0715
30 C -2.740838 -2.217592 4.095951  -0.0746
31 C 0.033092 -0.049613 4.251392  -0.5204
32 H 2.275915 4.261951 -0.232392  0.2188
33 H 1.661093 -1.772058 -3.375646  0.2115
34 H 3.936528 0.126225 -1.102361  0.2114
35 H -1.025387 -3.011794 2.172702  0.2458
36 H -0.217925 4.129079 2.568875  0.2098
37 H -2.873134 3.025540 -4.298673  0.2084
38 H -2.975965 0.197795 -3.128715  0.2137
39 H -3.185429 -2.670446 3.208036  0.2077
40 H -3.520902 3.710995 -1.851487  0.2093
41 H 0.283581 -2.335470 5.473631  0.1964
42 H -4.224143 1.421611 -2.851620  0.2134
43 H -2.750863 -0.453615 6.056571  0.1998
44 H -2.434597 0.801011 2.671391  0.2232
45 H -1.201692 3.420215 -3.874494  0.2159
46 H -0.642709 2.426687 2.334591  0.1911
47 H -2.806442 -0.748893 1.914964  0.2368
48 H 0.599733 4.811935 -0.283373  0.2158
49 H -2.255778 0.929827 5.064924  0.1961
50 H 3.106379 -1.418163 -1.328720  0.1988
51 H -1.297429 -2.342218 6.274228  0.1998
52 H 0.026309 1.043675 4.248705  0.2262
53 H 1.773026 1.629915 2.358199  0.2049
54 H -3.291728 -2.553123 4.977629  0.1982
55 H -1.594129 1.819177 -4.518850  0.2135
56 H 0.428528 -2.858626 3.145447  0.2293
57 H 2.981261 2.508638 1.414021  0.2151
58 H -3.437864 0.645480 -1.470122  0.2006
59 H 1.063791 -0.362353 4.445254  0.2235
60 H 1.217120 -0.382554 -4.381943  0.2135
61 H 2.828398 -1.104693 -4.518056  0.2095
62 H -1.812729 3.995713 -1.492029  0.2076
63 H 1.597129 5.153705 1.137307  0.2139
64 H 2.543860 1.795616 -4.141108  0.2169
65 H 4.408519 -0.957018 -2.426045  0.2068
66 H 3.514698 2.061100 -2.689042  0.2144
67 H 4.094171 0.967283 -3.951307  0.2138
68 H -1.156661 3.634628 1.147770  0.2165
69 H -2.739942 2.843323 -0.515711  0.2076
70 H 2.201976 3.292653 2.800976  0.2072

Forces on atoms 1 to 6 (eV/Å):
Te 0.0 0.2 -0.1
Te -0.2 0.0 0.0
Te 0.1 -0.1 -0.2
Te 0.1 -0.1 0.0
Ge -0.2 -0.2 0.1
Cu 0.3 -0.2 0.4

Computed properties:
- Frontier orbital gap: 5.9 eV
- E_LUMO: -1.182 eV
- ΔE to the lowest compared entry with this formula, charge and spin: 0.0 kcal per mole

No. 2
The following is a quantum chemistry calculation of C18H39GeN3O3RuS2 as an isolated structure, from the OMol25 dataset.

Each line ends with the natural charge from an NBO analysis.
Atoms and positions in Å:
1 Ru 0.695684 -0.064346 -0.175709  1.1537
2 Ge 2.436297 1.790445 -1.794764  1.5529
3 S 0.731394 -2.220965 -0.814939  0.3478
4 S -1.146981 -0.111306 1.164618  0.0298
5 O 0.828318 1.000622 -2.130497  -1.0348
6 O 2.612461 0.178209 -0.638215  -0.8788
7 O 1.020456 2.098804 0.228547  -0.5569
8 N -1.518691 -2.672641 1.845600  -0.5391
9 N -3.345051 -1.514928 0.895388  -0.5129
10 N -1.932753 -2.714464 -1.647349  -0.1660
11 C 1.534170 2.965608 2.333562  -0.4824
12 C -0.126763 1.445832 -3.204893  0.2966
13 C -5.060044 -3.130932 0.056481  -0.6261
14 C 1.244438 4.467512 0.286815  -0.6501
15 C 3.818853 -0.250405 0.165878  0.2973
16 C 3.279065 -0.693600 1.512084  -0.6636
17 C -4.544141 -2.330170 1.238018  -0.2257
18 C 0.604158 1.288920 -4.525778  -0.6488
19 C -1.317795 0.519407 -3.094131  -0.6416
20 C 4.735510 0.951441 0.282436  -0.6565
21 C -2.384669 -4.434223 3.384512  -0.6282
22 C -2.102132 -1.632159 1.291497  0.4185
23 C 0.684270 3.207431 0.928995  0.3110
24 C -0.848336 -2.512390 -1.310478  -0.0354
25 C -0.782316 3.290333 1.336037  -0.6460
26 C 4.454498 -1.387377 -0.611382  -0.6399
27 C -1.996315 -4.075140 1.960957  -0.2287
28 C -0.494281 2.890517 -2.917975  -0.6460
29 H 0.947017 0.263973 -4.665696  0.2356
30 H -1.190974 3.255472 -3.672167  0.2710
31 H 2.309032 4.368967 0.070369  0.2331
32 H -4.299473 -2.947074 2.096120  0.2205
33 H 5.307017 -1.773098 -0.051042  0.2663
34 H 4.100075 -0.850196 2.212369  0.2848
35 H -0.970852 4.266356 1.780094  0.2687
36 H 2.637964 0.080882 1.951203  0.2058
37 H -5.968769 -3.650402 0.357927  0.2632
38 H 3.753036 -2.209491 -0.757623  0.2150
39 H -1.407654 3.188360 0.447285  0.2405
40 H 1.107371 5.323837 0.944181  0.2680
41 H -3.205960 -3.823206 3.756936  0.2210
42 H -0.067030 1.537379 -5.347827  0.2687
43 H 1.251987 3.839606 2.919122  0.2728
44 H -0.628907 -2.487540 2.287152  0.4258
45 H 0.700926 4.664780 -0.639776  0.2488
46 H 4.817818 -1.050109 -1.581767  0.2404
47 H 5.619798 0.672873 0.855962  0.2782
48 H -1.058924 2.530253 2.063068  0.2336
49 H 2.595101 2.959775 2.108415  0.2310
50 H -2.805290 -4.215215 1.250178  0.2261
51 H 1.193605 2.047393 2.802553  0.2225
52 H -4.340731 -3.868931 -0.295152  0.2198
53 H -1.747087 0.562522 -2.087804  0.1958
54 H -5.310657 -2.480616 -0.781147  0.2324
55 H -5.290605 -1.607046 1.565866  0.2439
56 H -3.545414 -0.693679 0.340157  0.4328
57 H 2.741320 -1.643282 1.438396  0.2183
58 H -1.539574 -4.320982 4.063590  0.2310
59 H 4.251730 1.780720 0.802988  0.2122
60 H 5.088982 1.284763 -0.695399  0.2364
61 H -1.039521 -0.506316 -3.335116  0.2281
62 H -0.975056 2.985019 -1.941831  0.2067
63 H 1.457527 1.970235 -4.595108  0.2199
64 H 0.384443 3.541616 -2.959124  0.2159
65 H -1.164268 -4.695505 1.626926  0.2324
66 H -2.694353 -5.477933 3.416166  0.2644
67 H -2.092955 0.825806 -3.795758  0.2685

Forces on atoms 1 to 6 (eV/Å):
Ru -0.1 0.0 0.0
Ge 0.2 0.0 0.0
S 0.0 0.0 0.0
S -0.1 0.0 0.0
O -0.2 -0.1 -0.1
O 0.0 0.1 0.0

Computed properties:
- Charge: +3
- Frontier orbital gap (spin up / spin down): 7.5 / 5.9 eV
- E_LUMO (spin up / spin down): -11.286 / -12.978 eV
- ΔE to the lowest compared entry with this formula, charge and spin: 1.1 kcal per mole
- Spin multiplicity: 6

No. 3
The following is a quantum chemistry calculation of a 3-piece molecular cluster, C18H39N3O8P overall in a non-equilibrium geometry, from the OMol25 dataset.

Each line ends with the natural charge from an NBO analysis.
Atoms and positions in Å:
1 P -0.760922 -2.869081 2.242908  1.2165
2 O 3.985493 -2.344032 2.998586  -0.4501
3 O 3.133434 3.726946 3.104843  -0.5494
4 O 2.072185 6.516615 2.348495  -0.5543
5 O -3.479124 -4.081253 -5.502774  -0.5452
6 O -3.059620 -3.308569 -2.581645  -0.5657
7 O -0.438490 -1.175009 2.666581  -0.9640
8 O -5.472766 -2.181214 -4.125891  -0.5453
9 O 4.767107 6.206374 3.804533  -0.5380
10 N 2.815518 -2.961846 2.760005  -0.1631
11 N 0.672361 -3.531266 1.416416  -0.7409
12 N 2.316290 -1.911411 0.476326  -0.5120
13 C -3.235276 -4.984123 -4.425666  -0.0941
14 C 3.804486 2.667733 2.441077  -0.2502
15 C 1.061804 7.385735 2.834677  -0.2525
16 C 3.779828 5.540609 4.604184  -0.0865
17 C -3.782356 -4.430781 -3.106714  -0.0851
18 C -6.793523 -2.287485 -3.619018  -0.2532
19 C 4.495103 6.304125 2.399207  -0.0831
20 C 1.271024 0.806477 0.596156  -0.2403
21 C -2.371468 -3.949476 -6.379450  -0.2524
22 C -4.593366 -1.459749 -3.264166  -0.0957
23 C -2.296101 -2.769017 1.103740  -1.0068
24 C 3.690780 4.027913 4.382959  -0.0953
25 C 1.794905 -2.697580 -0.705967  -0.2439
26 C 3.294290 7.186704 2.042117  -0.0971
27 C 1.860419 -0.470200 0.524968  0.0750
28 C 2.009026 -2.799710 1.660847  0.6844
29 C -3.188519 -2.071132 -3.296220  -0.0814
30 C 0.632720 -3.674466 -0.087517  -0.2846
31 H -0.835507 -0.575563 1.943890  0.4880
32 H 1.113016 -4.750746 -0.250121  0.2191
33 H -7.315500 -1.329670 -3.734309  0.1757
34 H -1.441151 -3.795344 -5.823902  0.1576
35 H 0.271229 6.776242 3.272401  0.1898
36 H -4.554123 -0.430874 -3.626909  0.1834
37 H 3.528026 1.709390 2.890317  0.1542
38 H 1.447327 8.052155 3.608904  0.1697
39 H 3.495261 2.672273 1.392312  0.1879
40 H 0.686933 1.820933 0.766740  0.3281
41 H 4.418700 5.314387 1.949512  0.1792
42 H -6.795285 -2.593856 -2.571018  0.1617
43 H 4.091122 5.704564 5.643989  0.1920
44 H 5.388590 6.768215 1.965926  0.1917
45 H 3.294053 7.389474 0.969461  0.1782
46 H 3.370133 8.135564 2.585221  0.1797
47 H 4.890047 2.803551 2.472505  0.1743
48 H -0.386447 -3.794079 -0.649309  0.2775
49 H -3.747280 -5.921031 -4.665844  0.1870
50 H 0.642324 7.970148 2.006630  0.1722
51 H 4.688157 3.586290 4.499055  0.1746
52 H 2.701356 -3.434654 -0.920530  0.2243
53 H -2.291262 -4.834575 -7.017286  0.1774
54 H 4.212063 -1.666040 2.296988  0.5242
55 H -2.812872 -2.170631 -4.314373  0.1963
56 H -2.511812 -1.374715 -2.787791  0.1726
57 H -3.241744 -2.617452 1.815359  0.2917
58 H -7.319074 -3.047544 -4.197120  0.1998
59 H 1.561932 -2.106348 -1.692521  0.2818
60 H 2.808246 6.026586 4.506527  0.1883
61 H -2.537066 -3.070563 -7.008446  0.1982
62 H -3.681070 -5.219753 -2.350245  0.1805
63 H -4.849497 -4.212941 -3.165351  0.1958
64 H -2.231975 -1.804097 0.405949  0.2396
65 H -2.429736 -3.679646 0.373618  0.2778
66 H -4.963698 -1.461202 -2.232710  0.1702
67 H 3.029068 3.589708 5.136447  0.1780
68 H -2.164416 -5.193642 -4.313275  0.1675
69 H 2.486688 -3.646344 3.505713  0.4684

Forces on atoms 1 to 6 (eV/Å):
P -1.3 1.6 3.1
O 0.5 0.7 -0.3
O 0.5 -0.3 -0.2
O 0.0 0.3 0.4
O 0.6 0.1 0.3
O -0.1 0.0 -0.2

Computed properties:
- Charge: +1
- Frontier orbital gap: 6.0 eV
- E_LUMO: -4.702 eV

> What is the formula in the second record?

C18H39GeN3O3RuS2